No. 1
C33H28N6O5SZr as an isolated structure. Source: OMol25; level of theory: ωB97M-V/def2-TZVPD.

Atoms and positions in Å:
Zr1 -0.5685 0.3169 0.4850
C1 1.1390 -1.1042 2.7101
N1 0.1354 -1.5611 1.7138
C2 -1.0476 -2.0999 2.4110
C3 -1.8642 -0.9866 3.0129
C4 -2.8585 -1.2693 3.9258
C5 -3.6316 -0.2256 4.4115
C6 -3.3736 1.0652 3.9737
C7 -2.3721 1.2691 3.0485
N2 -1.6244 0.2604 2.5643
C8 0.7461 -2.5853 0.8157
C9 0.3487 -2.4377 -0.6309
C10 0.2180 -3.5374 -1.4542
C11 -0.0547 -3.3358 -2.8005
C12 -0.1867 -2.0414 -3.2774
C13 -0.0755 -0.9930 -2.3866
N3 0.1918 -1.1844 -1.0868
C14 2.2026 -0.3054 2.0087
C15 3.5044 -0.2389 2.4658
C16 4.4278 0.4960 1.7373
C17 4.0202 1.1242 0.5703
C18 2.6998 1.0181 0.1815
N4 1.7981 0.3210 0.8918
H1 1.5741 -1.9619 3.2309
H2 0.6358 -0.4853 3.4550
H3 -0.7443 -2.8150 3.1826
H4 -1.6619 -2.6215 1.6746
H5 -3.0240 -2.2881 4.2489
H6 -4.4229 -0.4163 5.1238
H7 -3.9503 1.9050 4.3326
H8 -2.1572 2.2543 2.6609
H9 0.5100 -3.5871 1.1785
H10 1.8311 -2.4759 0.8688
H11 0.3362 -4.5353 -1.0543
H12 -0.1650 -4.1809 -3.4665
H13 -0.3978 -1.8418 -4.3178
H14 -0.2154 0.0333 -2.7029
H15 3.7920 -0.7663 3.3652
H16 5.4555 0.5620 2.0687
H17 4.7133 1.6882 -0.0369
H18 2.3351 1.5016 -0.7133
O1 -0.4613 6.9144 -1.3971
C19 -0.3152 5.6149 -1.1446
O2 -0.5886 4.7771 -1.9598
C20 0.1600 5.1887 0.1964
C21 0.8392 5.7883 1.2346
N5 1.0625 4.8263 2.1476
N6 0.5757 3.6299 1.7875
C22 0.0461 3.8495 0.5993
C23 -0.5658 2.6785 -0.0793
O3 -1.6661 2.2100 0.3543
O4 0.1058 1.9180 -0.8495
H19 -0.3062 7.4711 -0.6239
H20 1.1835 6.7984 1.3862
H21 1.5349 4.9250 3.0316
C24 -10.3506 -2.6340 -4.3461
C25 -9.0944 -2.2110 -3.6443
O5 -8.3720 -1.3211 -3.9853
S1 -8.7548 -3.2436 -2.1972
C26 -7.1830 -2.6062 -1.6973
C27 -6.1150 -3.4880 -1.5595
C28 -4.8814 -3.0210 -1.1470
C29 -4.7042 -1.6620 -0.8743
C30 -5.7817 -0.7805 -1.0132
C31 -7.0151 -1.2526 -1.4175
C32 -3.4336 -1.1678 -0.4609
C33 -2.3433 -0.7392 -0.1142
H22 -10.8383 -1.7550 -4.7625
H23 -11.0283 -3.1690 -3.6836
H24 -10.0723 -3.2959 -5.1681
H25 -6.2533 -4.5360 -1.7888
H26 -4.0469 -3.7031 -1.0468
H27 -5.6429 0.2717 -0.8041
H28 -7.8476 -0.5727 -1.5224

Results
E_LUMO = -6.23 eV
DFT total energy = -65959.0239 eV
multiplicity = 1
energy relative to the best compared isomer or geometry (same formula, charge and spin) = 11.2 kcal per mole
charge = +2
maximum force = 0.69 eV Å⁻¹
Kohn-Sham gap = 6.175 eV
HOMO = -0.456 hartree

Results of the Löwdin charge analysis, in e, for atoms 1 through 5: 1.8204, -0.1011, -0.2603, -0.1194, -0.2651

---

No. 2
C33H29AsF3N2S4SbTi as an isolated structure. Source: OMol25; level of theory: ωB97M-V/def2-TZVPD.

Atoms and positions in Å:
Ti1 1.4834 0.9075 1.9565
S1 0.5857 1.7953 6.1788
As1 0.3826 0.2483 4.7455
S2 -0.6351 1.1963 2.9024
S3 2.4016 -0.2740 3.8875
S4 -0.6617 -1.5604 5.1540
C1 3.7457 1.0958 -3.0139
C2 2.6942 0.3701 -2.1751
C3 1.3488 1.0479 -2.2182
C4 0.5931 0.9413 -3.3837
C5 -0.6403 1.5651 -3.5039
C6 -1.1097 2.3275 -2.4468
C7 -0.3865 2.4508 -1.2613
C8 -0.9308 3.3284 -0.1600
C9 -0.9588 4.8017 -0.5640
C10 0.8387 1.7770 -1.1374
N1 1.5424 1.8657 0.0929
C11 2.6993 2.6252 0.0321
C12 3.3345 2.9379 1.2510
C13 4.4424 3.7226 1.5877
C14 4.4716 3.7506 3.0033
C15 3.4184 2.9871 3.4615
N2 2.7051 2.4794 2.4090
H1 4.6958 0.5572 -3.0044
H2 3.9289 2.1025 -2.6354
H3 3.4200 1.1882 -4.0527
H4 3.0328 0.2859 -1.1415
H5 2.5802 -0.6471 -2.5556
H6 0.9810 0.3431 -4.2025
H7 -1.2255 1.4580 -4.4094
H8 -2.0666 2.8348 -2.5237
H9 -0.3265 3.2069 0.7373
H10 -1.9368 2.9853 0.1031
H11 0.0535 5.1659 -0.7504
H12 -1.3911 5.4137 0.2300
H13 -1.5402 4.9667 -1.4749
H14 3.0269 3.0460 -0.9133
H15 5.1208 4.2079 0.9024
H16 5.1834 4.2724 3.6267
H17 3.1157 2.7508 4.4704
F1 -4.6283 -3.8823 -4.4087
C16 -4.0022 -3.1837 -3.4184
C17 -3.9258 -1.8149 -3.5183
C18 -3.2810 -1.1188 -2.4955
C19 -2.7206 -1.7724 -1.3982
C20 -2.8376 -3.1646 -1.3498
C21 -3.4719 -3.8843 -2.3528
Sb1 -1.8477 -0.5589 0.1972
C22 -2.5465 -1.9077 1.6755
C23 -3.8267 -1.7058 2.1906
C24 -4.3853 -2.5747 3.1164
C25 -3.6316 -3.6558 3.5240
F2 -4.1680 -4.5131 4.4339
C26 -2.3572 -3.8874 3.0654
C27 -1.8205 -2.9992 2.1399
C28 0.1117 -1.4675 -0.0035
C29 0.4084 -2.2537 -1.1149
C30 1.6368 -2.8974 -1.2482
C31 2.5713 -2.7366 -0.2549
F3 3.7649 -3.3808 -0.3613
C32 2.3334 -1.9623 0.8637
C33 1.1202 -1.2947 0.9573
H18 -4.3564 -1.3114 -4.3733
H19 -3.2051 -0.0399 -2.5773
H20 -2.4338 -3.7087 -0.5029
H21 -3.5653 -4.9613 -2.3164
H22 -4.4132 -0.8454 1.8846
H23 -5.3700 -2.4171 3.5336
H24 -1.7805 -4.7116 3.4598
H25 -0.8039 -3.1650 1.8058
H26 -0.3270 -2.3842 -1.8972
H27 1.8619 -3.5169 -2.1069
H28 3.0595 -1.8866 1.6656
H29 0.8210 -0.9609 1.9814

Results
E_LUMO (alpha / beta) = 3.92 / 3.92 eV
DFT total energy = -179660.9042 eV
multiplicity = 3
energy relative to the best compared isomer or geometry (same formula, charge and spin) = 19.8 kcal per mole
<S²> = 2.03
charge = -2
maximum force = 1.40 eV Å⁻¹
Kohn-Sham gap (alpha / beta) = 4.109 / 5.761 eV
HOMO (alpha / beta) = -0.007 / -0.068 hartree

Results of the Löwdin charge analysis, in e, for atoms 1 through 5: 0.3127, -0.2000, -0.4217, 0.0162, 0.0529

---

No. 3
C33H29AuN5O3SSeSi as an isolated structure. Source: OMol25; level of theory: ωB97M-V/def2-TZVPD.

Atoms and positions in Å:
Au1 -0.3761 -0.4717 1.2735
Se1 -6.3968 -2.0280 5.6677
N1 -5.7809 -0.5395 4.9211
C1 -4.7263 -0.8685 4.2208
C2 -3.9290 0.0885 3.4640
C3 -4.2320 1.4483 3.3620
C4 -3.4208 2.2620 2.6048
C5 -2.2937 1.7279 1.9895
N2 -1.9932 0.4425 2.1136
C6 -2.8062 -0.3872 2.8006
C7 -2.4679 -1.8048 2.7644
N3 -1.4162 -2.1621 1.9882
C8 -1.0649 -3.4417 1.9368
C9 -1.7525 -4.4251 2.6407
C10 -2.8382 -4.0786 3.4094
C11 -3.2151 -2.7360 3.4749
C12 -4.3637 -2.2599 4.2376
N4 -5.1284 -3.0438 4.9532
H1 -5.1030 1.8345 3.8736
H2 -3.6354 3.3135 2.4877
H3 -1.6089 2.3250 1.4063
H4 -0.2365 -3.6885 1.2937
H5 -1.4269 -5.4516 2.5608
H6 -3.4046 -4.8162 3.9610
O1 3.0622 -0.3716 1.5002
C13 2.5907 -1.1361 0.7062
N5 1.2195 -1.3910 0.4922
C14 1.0469 -2.3669 -0.4746
O2 -0.0257 -2.7821 -0.8598
C15 2.3996 -2.8224 -0.8934
C16 2.7783 -3.7848 -1.8065
C17 4.1442 -3.9629 -2.0036
C18 5.0798 -3.2021 -1.3050
C19 4.6834 -2.2378 -0.3830
C20 3.3266 -2.0693 -0.1998
H7 2.0455 -4.3690 -2.3456
H8 4.4877 -4.7060 -2.7104
H9 6.1339 -3.3681 -1.4813
H10 5.4000 -1.6474 0.1701
C21 2.6390 0.6759 -5.3173
C22 1.3948 0.3842 -4.5271
C23 0.5663 -0.6819 -4.8573
C24 -0.5621 -0.9666 -4.1038
C25 -0.8851 -0.1513 -3.0319
C26 -0.0804 0.9243 -2.6854
C27 1.0600 1.1751 -3.4279
S1 -2.3712 -0.5065 -2.1175
C28 -3.4162 0.6963 -2.9433
O3 -2.2452 0.0432 -0.7154
H11 2.6947 0.0592 -6.2126
H12 3.5283 0.4793 -4.7159
H13 2.6727 1.7229 -5.6190
H14 0.8161 -1.3089 -5.7038
H15 -1.1868 -1.8163 -4.3491
H16 -0.3266 1.5378 -1.8279
H17 1.7000 2.0021 -3.1534
H18 -2.9785 1.6846 -2.8127
H19 -4.3996 0.6449 -2.4815
H20 -3.4806 0.4391 -3.9984
C29 2.2821 4.4580 -0.9226
Si1 1.9081 3.9585 0.8368
C30 0.7724 5.1998 1.6475
C31 3.4774 3.7081 1.8070
C32 1.0189 2.3302 0.8184
C33 0.5226 1.2421 0.9970
H21 2.7216 5.4567 -0.9553
H22 1.3795 4.4719 -1.5343
H23 2.9966 3.7677 -1.3749
H24 1.2278 6.1912 1.6557
H25 0.5622 4.9203 2.6807
H26 -0.1758 5.2750 1.1125
H27 4.1290 4.5793 1.7192
H28 4.0153 2.8345 1.4372
H29 3.2670 3.5481 2.8647

Results
E_LUMO = -3.86 eV
DFT total energy = -136030.8498 eV
multiplicity = 1
energy relative to the best compared isomer or geometry (same formula, charge and spin) = 0.0 kcal per mole
charge = +1
maximum force = 0.68 eV Å⁻¹
Kohn-Sham gap = 7.233 eV
HOMO = -0.408 hartree

Results of the Löwdin charge analysis, in e, for atoms 1 through 5: 1.3423, 1.1892, -0.2135, -0.3331, -0.0656

---

No. 4
C33H29Cl2Ge2N4O2Pd as an isolated structure. Source: OMol25; level of theory: ωB97M-V/def2-TZVPD.

Atoms and positions in Å:
Pd1 0.2681 1.3589 0.7435
Cl1 2.3372 7.0067 -2.8127
C1 2.3275 5.5188 -1.9072
C2 1.1205 5.0152 -1.4538
C3 1.0835 3.8409 -0.7004
N1 -0.0511 3.2651 -0.1882
C4 -1.2300 3.8746 -0.0218
O1 -1.5651 5.0139 -0.3840
C5 -2.2093 3.0018 0.7047
C6 -3.5759 3.1868 0.5279
C7 -4.4749 2.3720 1.1866
C8 -3.9644 1.3792 2.0233
C9 -2.5989 1.2795 2.1705
N2 -1.7178 2.0623 1.5442
C10 2.3143 3.1760 -0.3930
C11 3.5116 3.6975 -0.8812
C12 3.5139 4.8592 -1.6325
Cl2 5.0299 5.5069 -2.1959
N3 2.2225 2.0700 0.4106
C13 3.2037 1.5376 1.1422
O2 4.3978 1.8716 1.1880
C14 2.7013 0.3976 1.9754
C15 3.5492 -0.6657 2.2511
C16 3.0786 -1.7611 2.9514
C17 1.7531 -1.7289 3.3811
C18 0.9953 -0.6065 3.1279
N4 1.4257 0.4473 2.4215
H1 0.2003 5.5426 -1.6491
H2 -3.8987 3.9826 -0.1264
H3 -5.5422 2.5003 1.0588
H4 -4.6209 0.7078 2.5585
H5 -2.1696 0.5302 2.8285
H6 4.4380 3.2015 -0.6419
H7 4.5653 -0.6125 1.8892
H8 3.7146 -2.6165 3.1457
H9 1.3204 -2.5593 3.9184
H10 -0.0166 -0.5404 3.5127
C19 -3.9876 -1.9910 0.1951
Ge1 -2.1103 -2.6079 0.5719
C20 -2.2536 -4.5701 0.0502
C21 -2.1176 -2.8087 2.5695
Ge2 -0.5148 -0.7665 -0.0395
C22 1.1435 -1.8713 -0.2627
C23 2.2441 -1.1817 -0.7575
C24 3.4760 -1.7875 -0.9033
C25 3.6437 -3.1097 -0.5266
C26 2.5668 -3.8093 -0.0110
C27 1.3350 -3.1919 0.1178
C28 -0.9280 -0.7484 -1.9987
C29 -1.7834 -1.6168 -2.6609
C30 -2.0043 -1.5166 -4.0218
C31 -1.3223 -0.5668 -4.7624
C32 -0.4627 0.3099 -4.1196
C33 -0.2996 0.2389 -2.7484
H11 -4.6836 -2.2775 0.9776
H12 -4.3496 -2.4080 -0.7400
H13 -4.0026 -0.9097 0.0992
H14 -3.1899 -4.9669 0.4322
H15 -1.4433 -5.1422 0.4881
H16 -2.2309 -4.7197 -1.0237
H17 -2.8962 -3.4862 2.9078
H18 -2.2774 -1.8403 3.0336
H19 -1.1573 -3.1801 2.9136
H20 2.1159 -0.1338 -1.0185
H21 4.3121 -1.2239 -1.2959
H22 4.6112 -3.5882 -0.6257
H23 2.6994 -4.8359 0.3101
H24 0.5012 -3.7499 0.5237
H25 -2.2898 -2.3866 -2.0928
H26 -2.7072 -2.1870 -4.5057
H27 -1.4702 -0.5043 -5.8355
H28 0.0747 1.0564 -4.6890
H29 0.3218 0.9662 -2.2244

Results
E_LUMO (alpha / beta) = 4.47 / 4.47 eV
DFT total energy = -186305.9156 eV
multiplicity = 2
energy relative to the best compared isomer or geometry (same formula, charge and spin) = 11.5 kcal per mole
<S²> = 0.76
charge = -2
maximum force = 1.49 eV Å⁻¹
Kohn-Sham gap (alpha / beta) = 5.162 / 4.951 eV
HOMO (alpha / beta) = -0.025 / -0.018 hartree

Results of the Löwdin charge analysis, in e, for atoms 1 through 5: 0.6173, 0.5888, -0.7048, -0.0489, -0.2077

---

No. 5
C33H29ClN6O2PPtS as an isolated structure. Source: OMol25; level of theory: ωB97M-V/def2-TZVPD.

Atoms and positions in Å:
Pt1 -0.1967 0.2796 0.3854
N1 -8.3657 -1.9935 0.5261
C1 -7.1790 -1.4018 0.8450
C2 -6.7942 -0.1966 0.2423
C3 -5.5828 0.3855 0.5534
C4 -4.7351 -0.2165 1.4769
C5 -5.1107 -1.4060 2.0946
C6 -6.3166 -1.9922 1.7821
S1 -3.1829 0.5159 1.8206
O1 -2.9445 0.4868 3.2340
O2 -3.1142 1.7546 1.0917
N2 -2.0335 -0.4487 1.0878
C7 -1.4438 -1.4461 1.8352
N3 -0.1164 -1.4619 1.5412
C8 0.6587 -2.4115 2.0536
C9 0.1129 -3.3390 2.9152
C10 -1.2401 -3.1984 3.2178
N4 -2.0267 -2.2679 2.6905
H1 -9.0253 -1.5271 -0.0677
H2 -8.6852 -2.7983 1.0313
H3 -7.4597 0.2866 -0.4627
H4 -5.2990 1.3264 0.1013
H5 -4.4539 -1.8632 2.8207
H6 -6.6093 -2.9138 2.2695
H7 1.7037 -2.4076 1.7698
H8 0.7087 -4.1282 3.3461
H9 -1.7115 -3.8774 3.9191
Cl1 1.4881 -0.5917 -1.9020
C11 1.7111 1.0270 -2.5220
C12 2.8400 1.2589 -3.2883
C13 3.0751 2.5357 -3.7773
C14 2.1874 3.5636 -3.4989
C15 1.0584 3.3138 -2.7339
C16 0.7953 2.0391 -2.2306
P1 -0.7082 1.7254 -1.2415
C17 -1.3601 3.3559 -0.8460
C18 -0.8512 4.0208 0.2672
C19 -1.2923 5.2966 0.5719
C20 -2.2500 5.9070 -0.2280
C21 -2.7684 5.2416 -1.3282
C22 -2.3243 3.9647 -1.6415
C23 -1.8370 0.9630 -2.4381
C24 -1.4840 0.8038 -3.7765
C25 -2.3708 0.2104 -4.6639
C26 -3.6117 -0.2215 -4.2225
C27 -3.9715 -0.0564 -2.8913
C28 -3.0879 0.5301 -2.0023
H10 3.5249 0.4484 -3.4928
H11 3.9575 2.7218 -4.3745
H12 2.3694 4.5595 -3.8790
H13 0.3678 4.1189 -2.5208
H14 -0.1364 3.5259 0.9141
H15 -0.9050 5.8086 1.4425
H16 -2.6008 6.9011 0.0154
H17 -3.5226 5.7137 -1.9433
H18 -2.7344 3.4446 -2.4982
H19 -0.5221 1.1424 -4.1383
H20 -2.0894 0.0884 -5.7011
H21 -4.2999 -0.6860 -4.9164
H22 -4.9392 -0.3879 -2.5373
H23 -3.3715 0.6578 -0.9701
N5 4.4059 3.4433 3.3407
C29 3.4884 2.7473 2.6377
C30 2.6444 1.8116 3.2546
C31 1.7318 1.1231 2.4978
N6 1.5847 1.2872 1.1712
C32 2.3963 2.1792 0.5791
C33 3.3387 2.9147 1.2525
H24 4.4642 3.3569 4.3389
H25 4.9642 4.1521 2.9012
H26 2.6967 1.6301 4.3192
H27 1.0646 0.4149 2.9700
H28 2.2816 2.3047 -0.4841
H29 3.9558 3.6161 0.7076

Results
E_LUMO = -2.68 eV
DFT total energy = -83617.0477 eV
multiplicity = 1
energy relative to the best compared isomer or geometry (same formula, charge and spin) = 9.9 kcal per mole
charge = +1
maximum force = 1.19 eV Å⁻¹
Kohn-Sham gap = 7.307 eV
HOMO = -0.367 hartree

Results of the Löwdin charge analysis, in e, for atoms 1 through 5: 0.9303, 0.1208, -0.3122, -0.0251, -0.0742

---

No. 6
C33H29F4N6O2S3Sr as an isolated structure. Source: OMol25; level of theory: ωB97M-V/def2-TZVPD.

Atoms and positions in Å:
Sr1 -0.7600 0.0081 0.6569
C1 -2.6817 -2.3192 -1.9724
C2 -2.2946 -1.2289 -0.9937
N1 -2.1321 -1.7223 0.4220
C3 -3.3078 -2.3276 1.0201
C4 -3.3666 -2.0878 2.5204
C5 -0.8247 -2.5097 0.6421
C6 0.4298 -2.2234 -0.3009
N2 1.1911 -0.9990 -0.0078
C7 2.3217 -0.8037 -0.7018
C8 2.9833 0.4400 -0.5224
F1 2.4323 1.3317 0.3171
C9 4.1375 0.7748 -1.1807
F2 4.6781 1.9966 -0.9627
C10 4.7747 -0.0894 -2.0596
C11 4.1701 -1.3153 -2.2331
F3 4.7443 -2.2256 -3.0596
C12 3.0018 -1.6714 -1.5920
F4 2.5421 -2.9293 -1.8449
H1 -2.6486 -1.9339 -2.9914
H2 -3.6883 -2.6890 -1.7614
H3 -1.9907 -3.1611 -1.9148
H4 -3.0578 -0.4426 -0.9874
H5 -1.3527 -0.7527 -1.3424
H6 -3.3370 -3.4092 0.8159
H7 -4.1825 -1.8864 0.5354
H8 -2.4981 -2.5023 3.0333
H9 -4.2637 -2.5513 2.9376
H10 -3.3788 -1.0218 2.7507
H11 -1.0488 -3.5677 0.4933
H12 -0.4958 -2.3794 1.6894
H13 0.1016 -2.2545 -1.3370
H14 1.0329 -3.1240 -0.1543
H15 5.6812 0.1850 -2.5758
O1 0.2369 0.6015 -8.2807
C13 -0.3036 -0.6198 -7.7781
C14 -0.3046 -0.6439 -6.2777
C15 -0.4518 -1.8927 -5.6292
C16 -0.4503 -1.8745 -4.2468
N3 -0.3476 -0.8053 -3.4690
C17 -0.2021 0.4165 -4.0848
C18 -0.1831 0.4784 -5.5184
C19 -0.0899 1.6191 -3.3206
C20 -0.1721 2.8780 -3.9919
C21 -0.0424 4.0638 -3.3211
C22 -0.1026 5.3794 -4.0518
O2 0.8356 5.4678 -5.1294
C23 0.1747 4.0339 -1.9361
C24 0.2059 2.7853 -1.3316
N4 0.0762 1.6136 -1.9400
H16 0.2351 0.5486 -9.2395
H17 0.2772 -1.4748 -8.1450
H18 -1.3346 -0.7422 -8.1397
H19 -0.5260 -2.8237 -6.1771
H20 -0.5251 -2.8272 -3.7250
H21 -0.0271 1.4223 -6.0193
H22 -0.3533 2.9123 -5.0583
H23 0.0668 6.1915 -3.3360
H24 -1.0814 5.5363 -4.5107
H25 1.6399 5.0329 -4.8252
H26 0.3130 4.9345 -1.3528
H27 0.3861 2.7426 -0.2623
S1 -0.1721 -0.3516 3.5590
C25 0.5259 1.0578 4.3007
C26 1.1144 0.9060 5.5615
C27 1.6291 1.9688 6.2911
C28 2.2055 1.7296 7.5804
N5 2.6737 1.5232 8.6129
C29 1.5640 3.2594 5.7414
C30 1.0099 3.4258 4.4802
C31 0.4999 2.3632 3.7184
S2 -0.1146 2.7120 2.1379
C32 2.0363 4.4067 6.4596
N6 2.4185 5.3327 7.0287
H28 1.1529 -0.0886 5.9857
H29 0.9665 4.4197 4.0548
S3 -3.8192 3.1076 0.5374
C33 -2.6319 2.1426 0.5557

Results
E_LUMO (alpha / beta) = 3.53 / 3.52 eV
DFT total energy = -91937.5135 eV
multiplicity = 2
energy relative to the best compared isomer or geometry (same formula, charge and spin) = 116.2 kcal per mole
<S²> = 0.77
charge = -2
maximum force = 6.57 eV Å⁻¹
Kohn-Sham gap (alpha / beta) = 3.530 / 5.374 eV
HOMO (alpha / beta) = 0.000 / -0.068 hartree

Results of the Löwdin charge analysis, in e, for atoms 1 through 5: 1.1455, -0.0793, -0.3071, -0.3969, -0.2686